[1]
C18H15Co2N2O6 as an isolated structure. Source: OMol25; level of theory: ωB97M-V/def2-TZVPD.

Its total charge is -1. As for the frontier orbital gap: 0.2018 Eh. The calculation puts the relative energy (zero: lowest compared OMol25 entry of this formula, charge and spin) at 138.9 kJ/mol.

XYZ file:
```
43
Properties=species:S:1:pos:R:3:forces:R:3
C 2.1269 -0.3731 3.1347 -0.2 -0.3 -0.2
H -3.9937 -2.1419 0.5434 -0.2 0.3 0.1
H -5.4693 1.2039 1.6426 0.2 0.0 -0.1
C 1.1994 -1.1287 1.0209 0.5 -0.8 1.3
H -1.1155 1.1502 0.8883 -1.1 -0.3 -0.4
H -5.9576 0.8354 -0.0177 0.2 0.3 0.1
C 1.5214 -2.7138 2.8293 0.1 0.2 0.3
C 0.7909 0.7178 -2.2956 -0.9 -2.7 -0.9
C 0.8964 -0.8862 -0.3477 0.6 1.3 -1.6
O 2.6356 3.4710 -3.9103 -0.2 0.0 0.3
H -5.6145 -1.4996 0.1135 0.1 -0.1 0.1
O 4.8505 -0.2552 -0.8780 -1.0 -0.3 -0.5
H 2.5364 0.4406 3.7310 -0.1 -0.3 0.0
H 1.8167 0.8957 1.4119 -0.1 -0.4 0.2
C 2.1575 3.0257 -2.9677 0.1 -0.5 0.0
O 3.3023 2.6173 0.7424 -1.4 -0.2 -1.8
C 2.9034 0.0097 -4.2870 -0.4 0.8 0.9
C -0.0974 3.0231 -1.0271 -0.8 0.3 0.2
C 2.0280 -2.1952 -2.6014 -1.1 -1.8 -0.2
O 1.6438 -3.2874 -2.4937 0.7 1.1 -0.2
C 1.0911 -2.4496 1.5348 0.2 0.5 0.0
N -4.1841 -0.0666 0.5127 -0.4 0.2 -0.7
H 1.4858 -3.7350 3.2207 0.0 0.4 -0.1
N -2.8849 0.0333 0.7983 2.4 1.4 0.2
H 0.3852 -1.6532 -0.9038 -0.3 -0.4 0.1
Co 1.4260 2.2317 -1.5227 1.3 1.1 2.1
C 1.7153 -0.1035 1.8316 0.0 -0.3 0.1
H -5.0776 -1.4836 1.8139 0.0 -0.1 -0.1
C -5.0877 1.0639 0.6136 -0.3 -0.3 -0.2
C 2.5714 2.5162 -0.1664 1.4 0.5 1.3
Co 2.4870 -0.4651 -2.6350 -0.3 -0.6 0.6
C -2.1912 1.1191 0.5849 -1.1 -0.6 0.2
H -4.6279 1.9951 0.2656 -0.2 -0.4 0.1
C 3.9505 -0.3567 -1.5923 1.4 0.6 0.0
H -2.6159 2.0344 0.0929 0.4 -0.9 0.7
C 1.2557 0.2133 -1.0821 -1.1 1.9 -0.1
C -4.7448 -1.3750 0.7665 -0.1 0.2 0.2
H 0.7237 -3.2604 0.8886 0.1 0.5 0.3
H -0.2841 0.5524 -2.4786 0.6 -0.1 -0.8
O 3.1396 0.3423 -5.3547 0.1 -0.3 -0.4
H 2.3794 -1.8906 4.6481 -0.1 0.0 -0.3
C 2.0283 -1.6766 3.6369 0.0 0.0 -0.3
O -1.1018 3.5051 -0.7053 1.0 -0.1 -0.4
```
Forces are in eV/Å.

[2]
C18H15FeN2O2Se5Te as an isolated structure. Source: OMol25; level of theory: ωB97M-V/def2-TZVPD.

The expectation value of S² is 8.770. As for the frontier orbital gap (alpha / beta): 0.2566 / 0.1936 Eh. The calculation puts the relative energy (zero: lowest compared OMol25 entry of this formula, charge and spin) at 25.8 kJ/mol. As for the spin multiplicity: 6.

XYZ file:
```
44
Properties=species:S:1:pos:R:3:forces:R:3
H 1.3856 2.9095 4.1848 0.0 0.0 0.0
C 2.6189 -0.1569 3.4792 0.0 0.0 0.0
Fe -0.0815 0.2784 -0.0482 0.2 0.2 0.0
Se -0.4730 2.6132 -3.1257 0.1 0.0 0.0
C 1.0549 -0.7806 -4.2591 0.1 0.0 0.0
C -1.9299 -0.3970 2.8696 0.0 0.0 0.0
H -0.5284 -0.9044 -2.8238 0.0 0.0 0.0
C 3.2078 -0.5500 -3.2802 0.0 0.0 0.0
Se 2.7308 -1.6811 1.0596 0.0 0.0 0.0
N 1.5215 0.7959 1.5839 -0.1 -0.1 0.1
Te -2.7613 1.6882 -2.7287 -0.1 0.0 0.0
O -0.4920 -1.2260 1.1233 -0.1 -0.1 -0.2
H -1.9537 -4.0217 4.2558 0.0 0.0 0.0
H 0.3918 -0.8705 -5.1075 0.0 0.0 0.0
H -2.5649 2.9843 2.6649 0.0 0.0 0.0
Se -2.4757 -0.1883 -1.2580 0.0 0.1 0.0
C -1.9483 -3.0082 3.8722 0.0 0.0 0.0
C 2.5910 -0.5787 -2.0344 0.1 0.0 0.0
C 1.2569 1.8833 2.3119 0.0 0.0 0.0
H 2.8736 -0.6002 -5.3971 0.0 0.0 0.0
H -2.4239 2.0675 4.1872 0.0 0.0 0.0
N 1.2770 -0.6728 -1.8696 -0.1 0.0 0.1
H 0.6997 2.6630 1.8068 0.0 0.0 0.0
C -1.2406 -2.7238 2.7363 0.0 0.0 0.0
C 1.6300 2.0088 3.6396 0.0 0.0 0.0
C -2.6672 -2.0066 4.5440 0.0 0.0 0.0
C -2.6474 -0.7340 4.0375 0.0 0.0 0.0
C -2.7375 2.0244 3.1443 -0.1 0.0 -0.1
H 2.5980 1.0112 5.2791 0.0 0.0 0.0
C 2.4224 -0.6307 -4.4139 0.0 0.0 0.0
Se 0.6330 2.5209 -1.1005 0.0 0.0 0.0
H -3.8068 1.8058 3.1267 0.0 0.0 0.0
C -1.1974 -1.4129 2.1899 0.0 0.0 0.0
Se 3.8141 -0.4552 -0.5541 0.0 0.0 0.0
H -3.2300 -2.2356 5.4381 0.0 0.0 0.0
C 2.3012 0.9575 4.2397 0.0 0.0 0.0
C 0.5363 -0.8008 -2.9793 0.0 0.0 0.0
C -1.9748 0.9715 2.3743 0.0 0.0 0.1
H 3.1859 -0.9795 3.8908 0.0 0.0 0.0
C 2.2171 -0.1842 2.1528 0.0 0.0 0.0
H -0.6879 -3.4906 2.2084 0.0 0.0 0.0
H -3.2102 0.0357 4.5482 0.0 0.0 0.0
O -1.4133 1.3431 1.3399 0.1 0.0 0.0
H 4.2852 -0.4823 -3.3483 0.0 0.0 0.0
```
Forces are in eV/Å.

[3]
One molecule with the formula C18H15N3O2S3. Source: OMol25; level of theory: ωB97M-V/def2-TZVPD.

As for the SMILES: CCc1ccc(S(=O)(=O)Nc2ccc(-c3nc4cccnc4s3)cc2)s1. As for the frontier orbital gap: 0.2995 Eh.

XYZ file:
```
41
Properties=species:S:1:pos:R:3:forces:R:3
C 1.7147 -2.3174 0.6008 -0.9 0.2 -0.3
H 3.4097 -2.8206 1.6253 0.2 0.0 0.0
H -1.0363 -1.8558 2.5144 0.0 0.0 0.1
C -6.7602 0.0341 0.0121 -0.2 0.1 -0.2
H 1.7340 5.2159 0.8901 0.0 0.1 0.0
H 3.4736 3.6187 1.6306 -0.1 0.0 0.0
H -7.1338 0.4403 -2.0607 -0.1 0.0 0.0
C 3.2853 0.5135 -1.3725 0.2 -0.4 0.0
S 4.2032 -1.9190 -0.2983 -0.1 0.2 0.3
N 3.0564 -2.6480 0.6965 1.0 0.1 -0.3
H 3.3060 0.1393 -2.3791 0.0 -0.1 -0.2
C 1.9863 4.3637 0.2645 0.1 -0.2 0.2
C -0.1598 -1.6631 -0.7510 -0.2 0.0 0.3
H 2.5229 2.5370 -1.7085 -0.1 0.2 -0.1
C 0.9078 -2.2580 1.7374 0.3 -0.1 -0.1
C -4.6964 -0.6107 0.6062 0.1 0.1 -0.7
C -0.9705 -1.5870 0.3873 0.9 -0.3 0.0
C 2.5763 3.2516 1.1239 0.0 0.2 0.1
H 1.0823 4.0238 -0.2341 -0.1 0.0 -0.1
S 3.5327 0.6258 1.1779 -0.1 0.4 -0.3
H -0.5959 -1.4333 -1.7098 0.0 0.0 -0.1
H -7.7668 0.2566 0.3379 -0.1 0.0 -0.1
N -2.9024 -0.8746 -0.8662 0.8 -0.1 -0.6
H 2.7007 4.6901 -0.4865 0.0 0.1 -0.1
C -6.4000 0.1357 -1.3312 0.1 0.0 0.0
H 1.8622 2.9735 1.9040 0.0 0.0 0.0
C -0.4186 -1.9018 1.6298 -0.1 0.1 -0.3
C -5.1054 -0.1554 -1.7160 0.1 -0.1 0.2
C 1.1634 -2.0269 -0.6486 0.0 -0.1 0.1
N -5.9292 -0.3316 0.9707 0.0 -0.1 0.6
H 1.3312 -2.4925 2.7031 0.0 0.0 0.1
O 4.0938 -2.4227 -1.6288 -0.3 0.1 -0.1
C 2.9310 2.0298 0.3445 0.2 -0.5 0.2
C 2.8642 1.8077 -0.9981 0.0 0.1 0.2
S -3.4242 -1.1138 1.6722 0.3 0.0 -0.4
H 1.7879 -2.1063 -1.5231 -0.1 0.0 -0.1
C -4.2090 -0.5439 -0.7242 -0.9 0.1 0.7
O 5.4373 -2.0594 0.4071 -0.1 0.0 0.3
H -4.7811 -0.0910 -2.7429 0.0 0.0 -0.1
C -2.3502 -1.1926 0.2504 -1.0 0.2 0.5
C 3.6768 -0.2317 -0.3068 0.3 -0.5 0.2
```
Forces are in eV/Å.

[4]
One molecule with the formula C18H15NO2S. Source: OMol25; level of theory: ωB97M-V/def2-TZVPD.

As for the SMILES: O=C(Cc1ccsc1)c1ccc2nc3c(cc2c1)CCCO3. As for the frontier orbital gap: 0.3009 Eh. The calculation puts the relative energy (zero: lowest compared OMol25 entry of this formula, charge and spin) at 0.0 kJ/mol.

XYZ file:
```
37
Properties=species:S:1:pos:R:3:forces:R:3
C -1.0480 2.7677 -2.3207 1.2 -1.3 -1.0
H -0.4932 -4.5125 3.7740 0.1 0.4 0.9
H -1.8328 -4.0133 1.8507 1.0 0.1 -0.2
O 1.6105 4.5254 -0.9189 0.8 2.2 -0.3
H 1.0198 -4.2789 2.8972 1.1 -0.8 0.0
C 0.3081 -2.2078 0.7763 -0.3 -0.7 -1.2
H -0.7440 -3.7787 -0.3508 0.3 0.7 0.0
C 1.7077 1.4707 1.9232 -0.4 1.0 -0.4
C -1.7978 3.0914 -1.2542 0.0 -0.1 1.3
H 0.9009 2.8286 -3.2535 0.6 -0.8 -0.9
H 0.1941 4.3697 -2.9131 0.5 0.0 0.2
C 1.2992 2.4342 -0.3121 -0.7 -6.3 0.6
C 0.3753 3.3667 -2.5127 -2.5 0.1 -0.6
C 1.7101 2.5855 1.0730 -0.1 -1.1 0.6
C -0.0200 -3.6235 0.4647 -3.0 -1.9 1.7
H 1.9480 3.4939 1.6605 -0.1 -0.1 -1.5
H 1.8859 1.5002 3.0070 0.1 0.5 -0.6
H -0.7904 -5.4167 1.6271 0.2 0.6 -0.1
C 1.1746 3.4623 -1.2730 -0.3 1.6 0.9
H 0.3593 -1.4982 -1.2258 -0.2 -0.5 -1.2
H -3.3242 0.4009 -3.1859 -0.3 0.7 1.1
C 1.2103 0.2294 1.5155 0.0 1.0 2.0
H 0.6903 0.7176 -1.7915 0.1 0.9 0.7
N 0.8660 -0.6167 2.5495 -0.1 -1.0 -2.1
C 0.3880 -1.7504 2.1002 0.6 -1.0 3.9
C -1.6041 1.6651 -3.1097 -0.2 0.4 0.8
H 0.7836 -4.2851 0.2212 1.0 0.0 0.0
C 0.9230 1.0487 -0.7597 1.7 2.6 1.5
C 0.0080 -3.9721 2.9884 -0.8 -0.3 -1.4
C 0.4862 -1.2973 -0.2022 1.0 1.4 1.6
O 0.0427 -2.5946 3.1861 -0.2 2.0 -0.6
S -3.2563 2.1030 -1.2081 0.3 0.3 0.3
C 0.9470 0.0123 0.1868 -1.3 -1.0 -2.2
C -0.7553 -4.3125 1.7375 -0.1 0.0 -1.4
C -2.8287 1.2001 -2.6037 2.5 0.6 -1.7
H -1.0337 1.2275 -3.9602 -0.8 0.4 0.6
H -1.3100 3.6575 -0.3830 -1.7 -0.7 -1.3
```
Forces are in eV/Å.

[5]
One molecule with the formula C18H15NO6. Source: OMol25; level of theory: ωB97M-V/def2-TZVPD.

As for the SMILES: CCOC(=O)c1ccc(COC(=O)c2cc(=O)[nH]c3ccccc23)o1. As for the frontier orbital gap: 0.3062 Eh. The calculation puts the relative energy (zero: lowest compared OMol25 entry of this formula, charge and spin) at 0.0 kJ/mol.

XYZ file:
```
40
Properties=species:S:1:pos:R:3:forces:R:3
H -7.8115 -0.3804 0.0107 -0.1 0.0 0.0
C 6.0761 0.3190 -0.2654 0.0 0.0 0.0
C -2.9981 -1.0527 -1.5987 -0.6 0.5 0.6
C -1.7839 -1.4778 -1.0286 0.1 0.1 0.6
H -0.9858 -2.0076 -1.5072 0.2 -0.1 0.0
O -5.3671 0.7022 0.5556 0.3 -0.1 0.2
C -0.8194 -1.2227 1.3805 -0.4 -0.3 -0.1
H -6.5786 2.0070 1.4850 0.0 -0.1 -0.1
O -5.7075 0.2363 -1.6243 0.2 -0.1 0.1
H -8.7029 0.7913 0.9903 -0.1 0.0 0.0
O 0.3232 -0.3925 1.1562 0.1 0.4 0.1
C 3.7537 -0.3286 0.0601 0.4 0.1 -0.1
H -6.8413 1.8739 -0.2827 0.1 0.0 0.2
C 2.0636 1.4200 0.1171 -0.2 -0.5 0.1
H 5.0653 2.6823 -0.3644 -0.2 0.0 0.0
C 6.4538 -1.0017 -0.1889 -0.1 0.1 0.0
C -3.6935 -0.4251 -0.5922 0.3 -0.4 -1.0
H -0.4872 -2.2650 1.4539 -0.1 0.2 0.1
C 4.7294 0.6709 -0.1410 -0.1 -0.7 0.1
H 7.4952 -1.2686 -0.2853 0.1 0.0 0.0
N 4.3484 1.9814 -0.2134 0.1 0.4 -0.1
H -1.2526 -0.8832 2.3223 0.1 -0.1 -0.1
H 6.8115 1.0950 -0.4206 0.1 0.1 0.0
O 2.8312 3.6492 -0.1714 -0.2 0.2 0.0
O 1.2524 -1.9894 -0.1142 0.0 0.1 0.0
C 5.4976 -1.9948 0.0128 0.0 -0.1 0.0
H 3.4301 -2.4356 0.2830 0.0 0.0 0.0
H -7.5376 -0.2990 1.7583 0.0 0.0 0.1
H 1.0419 1.7532 0.2076 0.0 0.0 0.0
C -1.8218 -1.0800 0.2827 0.6 -0.4 -0.5
C 3.0588 2.4584 -0.0968 0.4 0.0 -0.1
H 5.8029 -3.0279 0.0716 0.0 -0.1 0.0
C 2.3857 0.1065 0.1913 -0.1 0.7 -0.1
C -5.0227 0.1931 -0.6307 -0.2 0.1 0.0
C -6.6522 1.3178 0.6415 -0.6 0.2 -0.1
O -2.9714 -0.4410 0.5486 -0.1 0.2 0.4
C 1.2876 -0.8881 0.3723 -0.2 -0.1 0.1
H -3.3328 -1.1837 -2.6066 -0.1 0.0 -0.2
C 4.1683 -1.6644 0.1378 0.1 0.0 0.0
C -7.7490 0.2867 0.8669 0.4 0.1 -0.1
```
Forces are in eV/Å.

[6]
C18H16AsN6O8S3V as an isolated structure. Source: OMol25; level of theory: ωB97M-V/def2-TZVPD.

The expectation value of S² is 3.756. Its total charge is -1. As for the frontier orbital gap (alpha / beta): 0.2382 / 0.2787 Eh. The calculation puts the relative energy (zero: lowest compared OMol25 entry of this formula, charge and spin) at 0.0 kJ/mol. As for the spin multiplicity: 4.

XYZ file:
```
53
Properties=species:S:1:pos:R:3:forces:R:3
C -0.4477 -1.6566 1.7404 -0.1 0.1 0.1
As -2.1262 2.8254 0.7451 0.0 -0.1 -0.2
O 2.5682 4.0955 1.2201 0.0 0.0 0.0
C 0.5603 6.1081 1.1611 0.0 0.0 0.0
S -4.2635 -1.0606 0.9027 0.0 0.0 0.0
C -3.1176 -0.4330 -0.2470 0.0 -0.1 0.1
C 4.1502 -0.6162 -1.8513 -0.1 0.0 0.0
C 6.7734 -1.2868 -2.4268 0.0 0.0 0.0
C 4.4110 -1.6736 -2.7170 0.0 0.0 0.0
O -1.3039 2.0373 -0.4769 0.1 -0.2 0.0
H 3.5914 -2.2224 -3.1551 0.0 0.0 0.0
N 2.8127 -0.2481 -1.5221 0.1 -0.1 0.0
N -3.5170 0.2966 -1.3390 0.1 0.1 0.0
H 0.0428 8.1659 1.4525 0.0 0.0 0.0
O 1.3027 3.1993 -0.6846 0.0 0.0 0.0
C 5.1828 0.1062 -1.2723 0.0 0.0 0.0
N 2.8205 -0.3809 2.0155 0.0 0.0 0.0
N 0.5780 -0.7829 1.3998 0.0 0.0 -0.1
C 6.4950 -0.2359 -1.5672 0.0 0.0 0.0
C -1.2821 4.5594 0.9834 0.0 0.0 0.0
H 4.9396 0.9325 -0.6207 0.0 0.0 0.0
H -0.8779 1.9089 2.3768 0.0 0.0 0.0
H -3.1071 -2.1297 2.8000 0.0 0.0 0.0
C -0.3324 7.1587 1.3195 0.0 0.0 0.0
H 3.6430 -0.8270 2.3809 0.0 0.0 0.0
H -4.2269 0.9780 -1.0913 0.0 0.0 0.0
C 1.6627 -1.0783 2.0681 0.1 -0.1 -0.1
C -2.1655 5.6205 1.1425 0.0 0.0 0.0
V 0.5254 1.0265 -0.3066 0.2 0.3 0.9
O 0.8575 2.3605 1.5061 0.0 -0.1 -0.2
C -1.7862 -1.4124 1.1996 0.0 0.0 0.0
S 1.3288 3.5446 0.7394 0.1 0.1 0.0
H 7.7984 -1.5505 -2.6534 0.0 0.0 0.0
S 1.5209 -2.4685 3.1049 -0.1 0.1 0.1
O -1.8396 1.9885 2.2680 0.0 -0.1 0.1
H -0.7715 -3.3853 3.0386 0.0 0.0 0.0
H -3.2272 5.4040 1.1247 0.0 0.0 0.0
O 2.6251 0.6251 -0.5507 -0.3 0.0 -0.1
H -2.3964 7.7336 1.4311 0.0 0.0 0.0
O -3.7396 3.0008 0.5561 0.0 0.0 0.0
O 0.7072 -0.3296 -1.8701 -0.1 0.0 -0.3
C -2.9551 -1.6909 1.8289 0.0 0.0 0.0
H -2.7031 0.8125 -1.6713 0.0 0.0 0.0
H 7.3029 0.3309 -1.1223 0.0 0.0 0.0
H 1.6282 6.2753 1.1763 0.0 0.0 0.0
H 5.9348 -2.8218 -3.6713 0.0 0.0 0.0
C -0.1358 -2.6139 2.6408 0.0 -0.1 -0.1
C 5.7262 -1.9995 -2.9988 0.0 0.0 0.0
C 0.0910 4.8135 0.9875 0.0 0.0 0.0
N 1.8516 -0.7340 -2.2155 0.0 0.0 0.0
N -1.8823 -0.7289 0.0169 0.0 0.0 0.0
C -1.6962 6.9163 1.3088 0.0 0.0 0.0
H 2.9465 0.1797 1.1705 0.0 0.0 0.0
```
Forces are in eV/Å.